# 1
Computed, not measured: 2 unconnected molecules or ions with the total composition C6H11NO, with ωB97M-V/def2-TZVPD.

Last column: Mulliken charge in e.
Element x y z (Å)
O1 -0.39 1.49 -2.29  -0.479
N1 -1.76 -0.90 -0.09  -0.689
C1 -1.63 1.45 0.31  -1.181
C2 1.89 0.15 -0.38  -1.005
C3 1.00 -1.05 1.63  -1.070
C4 1.52 -0.97 0.23  0.234
C5 -0.62 0.42 -1.78  -0.120
C6 -1.36 0.22 -0.49  0.930
H1 1.58 -1.92 -0.29  0.339
H2 -2.23 1.21 1.17  0.346
H3 1.55 -1.80 2.20  0.377
H4 1.85 1.10 0.12  0.258
H5 -2.13 2.18 -0.32  0.365
H6 -0.05 -1.34 1.61  0.271
H7 -0.36 -0.53 -2.29  0.339
H8 -0.68 1.89 0.62  0.220
H9 2.27 0.15 -1.38  0.347
H10 -1.53 -1.68 -0.71  0.246
H11 1.08 -0.09 2.13  0.272

## Properties
* total charge: 0
* lowest unoccupied orbital energy: 0.1 eV
* SMILES: [H]/N=C(/C)C=O.C=CC
* frontier orbital gap: 0.3622 Ha
* strongest force on any atom: 0.72 eV/A
* HOMO level: -9.77 eV
* energy above the lowest of the compared OMol25 structures with the same formula, charge and spin: 45.5 kcal per mole


# 2
Computed, not measured: 4 unconnected molecules or ions with the total composition C4H16N8O4, with ωB97M-V/def2-TZVPD.

Last column: Mulliken charge in e.
Element x y z (Å)
O1 -4.71 -3.41 1.97  -0.645
O2 -2.40 1.48 0.81  -0.764
O3 1.31 1.34 0.41  -0.678
O4 6.06 1.86 0.30  -0.641
N1 5.98 0.60 -1.52  -0.406
N2 0.07 -0.23 1.44  -0.297
N3 -4.58 -2.88 -0.28  -0.399
N4 -3.49 1.67 -1.09  -0.395
N5 -1.43 2.22 -1.04  -0.362
N6 -2.91 -2.46 0.93  -0.309
N7 2.31 -0.46 1.23  -0.339
N8 4.15 1.28 -0.60  -0.449
C1 -4.09 -2.92 1.01  0.606
C2 -2.46 1.78 -0.36  0.687
C3 1.25 0.29 1.03  0.730
C4 5.43 1.21 -0.49  0.652
H1 0.01 -1.16 1.82  0.161
H2 -2.45 -2.37 1.82  0.197
H3 2.04 -1.36 1.59  0.142
H4 -0.63 2.29 -0.42  0.217
H5 -3.45 1.78 -2.10  0.158
H6 3.23 -0.30 0.84  0.203
H7 5.37 -0.03 -2.03  0.173
H8 -0.72 0.39 1.30  0.139
H9 -2.67 -1.90 0.12  0.190
H10 -1.53 2.63 -1.95  0.177
H11 -4.41 1.57 -0.70  0.242
H12 -5.55 -3.09 -0.45  0.201
H13 6.96 0.36 -1.53  0.242
H14 3.66 1.84 0.09  0.209
H15 3.65 0.56 -1.10  0.196
H16 -4.00 -2.59 -1.05  0.162

## Properties
* total charge: 0
* lowest unoccupied orbital energy: 0.2 eV
* SMILES: NC(N)=O.NC(N)=O.NC(N)=O.NC(N)=O
* frontier orbital gap: 0.3669 Ha
* strongest force on any atom: 6.66 eV/A
* HOMO level: -9.79 eV
* energy above the lowest of the compared OMol25 structures with the same formula, charge and spin: 49.3 kcal per mole